The following is a quantum chemistry calculation of a 2-piece molecular cluster, C23H28N3O2S3 overall at a distorted geometry, from the OMol25 dataset.

Geometry as XYZ:
```
59
Properties=species:S:1:pos:R:3:lowdin_charge:R:1
S -1.02 -1.60 -3.15 0.740
C -1.49 -0.39 -2.13 -1.001
S -1.71 -0.74 -0.40 0.923
C -1.80 -2.57 -0.41 -0.523
C -2.23 -3.08 0.99 -0.233
C -1.34 -4.29 1.35 -0.119
C 0.11 -3.89 1.43 -0.217
C 1.10 -4.78 1.20 0.038
N 2.28 -4.03 1.33 0.133
C 1.97 -2.79 1.62 -0.061
N 0.65 -2.64 1.68 0.206
N -1.72 0.90 -2.66 -0.057
C -1.91 1.92 -1.64 -0.268
C -0.93 2.45 -0.79 -0.043
C -1.26 3.40 0.15 -0.080
C -2.55 3.86 0.32 -0.072
C -3.53 3.35 -0.53 -0.074
C -3.20 2.40 -1.47 -0.026
C -0.67 1.23 -3.61 -0.296
C -1.06 1.47 -4.92 -0.032
C -0.16 1.76 -5.93 -0.065
C 1.19 1.84 -5.61 -0.083
C 1.61 1.60 -4.31 -0.069
C 0.69 1.28 -3.33 -0.052
H -2.55 -2.83 -1.17 0.067
H -0.86 -3.00 -0.77 0.046
H -2.02 -2.26 1.70 0.083
H -3.30 -3.32 0.96 0.123
H -1.71 -4.67 2.33 0.130
H -1.49 -5.13 0.66 0.135
H 1.02 -5.84 0.99 0.150
H 3.21 -4.43 1.23 0.186
H 2.73 -2.03 1.79 0.153
H 0.13 -1.79 1.86 0.135
H 0.10 2.11 -0.85 0.095
H -0.50 3.83 0.81 0.106
H -2.82 4.60 1.08 0.110
H -4.56 3.69 -0.41 0.112
H -4.01 2.01 -2.10 0.125
H -2.12 1.40 -5.15 0.124
H -0.55 1.92 -6.94 0.111
H 1.87 2.08 -6.42 0.110
H 2.68 1.68 -4.11 0.112
H 1.07 1.07 -2.33 0.108
C 2.68 0.98 4.31 -0.206
C 1.32 0.33 4.07 -0.209
C 0.72 0.96 2.80 -0.216
S 2.12 1.48 1.80 0.649
O 2.11 2.91 1.71 -0.293
O 2.20 0.64 0.62 -0.340
C 3.39 0.99 2.96 -0.224
H 3.26 0.44 5.06 0.121
H 2.54 2.01 4.66 0.127
H 1.45 -0.75 3.91 0.096
H 0.65 0.46 4.92 0.121
H 0.12 0.26 2.23 0.064
H 0.13 1.85 3.04 0.112
H 4.22 1.68 2.91 0.116
H 3.72 -0.02 2.68 0.090
```

- spin multiplicity = 1
- electronic energy (eV) = -65369.571
- charge = +1